[1]
DFT (ωB97M-V with the def2-TZVPD basis set) results for 3 unconnected molecules or ions with the total composition C16H40NO9P2S at a distorted geometry.

Its calculated total energy is -2446.21794 Eh. The net charge is +1. The spin multiplicity is 1.

Each atom is followed by the atoms it is bonded to, with distances in Å.
Atoms and positions in Å:
1 C -0.890 0.071 -1.880  O2 1.421, H8 1.093, H9 1.087, H10 1.092
2 O -2.102 0.068 -2.622  C1 1.421, C3 1.369
3 C -2.010 -0.416 -3.899  O2 1.369, S4 1.861, H11 1.096, H12 1.089
4 S -0.525 0.093 -4.900  C3 1.861, C5 1.835, H13 1.345
5 C 0.649 -1.314 -4.814  S4 1.835, C6 1.528, H14 1.089, H15 1.087
6 C 1.246 -1.607 -6.190  C5 1.528, N7 1.261, H16 1.087
7 N 1.825 -0.743 -6.902  C6 1.261, H17 1.025
8 H -0.332 -0.866 -1.948  C1 1.093
9 H -1.167 0.196 -0.836  C1 1.087
10 H -0.249 0.926 -2.105  C1 1.092
11 H -2.043 -1.509 -3.966  C3 1.096
12 H -2.871 -0.041 -4.450  C3 1.089
13 H 0.064 1.155 -4.324  S4 1.345
14 H 1.449 -1.004 -4.143  C5 1.089
15 H 0.106 -2.159 -4.399  C5 1.087
16 H 1.168 -2.634 -6.538  C6 1.087
17 H 1.821 0.159 -6.416  N7 1.025
18 O 0.979 4.745 0.135  P19 1.479
19 P -0.175 5.009 1.022  O18 1.479, O20 1.626, O23 1.622, O26 1.627
20 O -1.454 5.262 0.051  P19 1.626, C21 1.421
21 C -1.969 4.165 -0.691  O20 1.421, C22 1.519, H29 1.098, H30 1.090
22 C -2.631 3.108 0.176  C21 1.519, H31 1.094, H32 1.092, H33 1.088
23 O 0.094 6.519 1.549  P19 1.622, C24 1.431
24 C 1.338 7.180 1.296  O23 1.431, C25 1.517, H34 1.089, H35 1.091
25 C 1.310 7.953 -0.009  C24 1.517, H36 1.089, H37 1.090, H38 1.091
26 O -1.036 4.654 2.356  P19 1.627, C27 1.449
27 C -0.421 3.794 3.348  O26 1.449, C28 1.515, H39 1.094, H40 1.088
28 C 0.857 4.382 3.911  C27 1.515, H41 1.094, H42 1.090, H43 1.089
29 H -1.160 3.720 -1.285  C21 1.098
30 H -2.700 4.579 -1.385  C21 1.090
31 H -1.893 2.602 0.806  C22 1.094
32 H -3.117 2.354 -0.447  C22 1.092
33 H -3.373 3.551 0.839  C22 1.088
34 H 2.162 6.468 1.319  C24 1.089
35 H 1.500 7.868 2.126  C24 1.091
36 H 0.842 7.380 -0.808  C25 1.089
37 H 2.320 8.223 -0.318  C25 1.090
38 H 0.731 8.870 0.105  C25 1.091
39 H -0.226 2.815 2.901  C27 1.094
40 H -1.156 3.658 4.138  C27 1.088
41 H 1.631 4.474 3.143  C28 1.094
42 H 1.249 3.747 4.705  C28 1.090
43 H 0.678 5.379 4.312  C28 1.089
44 O 0.389 -3.652 0.105  P45 1.482
45 P 0.215 -4.546 1.274  O44 1.482, O46 1.619, O49 1.628, O52 1.622
46 O -0.940 -3.887 2.198  P45 1.619, C47 1.431
47 C -2.292 -3.896 1.729  O46 1.431, C48 1.518, H55 1.095, H56 1.089
48 C -2.896 -5.288 1.691  C47 1.518, H57 1.093, H58 1.090, H59 1.089
49 O 1.514 -4.196 2.192  P45 1.628, C50 1.427
50 C 2.572 -3.378 1.696  O49 1.427, C51 1.518, H60 1.090, H61 1.091
51 C 2.333 -1.909 1.991  C50 1.518, H62 1.090, H63 1.091, H64 1.090
52 O 0.125 -6.042 1.896  P45 1.622, C53 1.451
53 C 0.527 -7.154 1.056  O52 1.451, C54 1.515, H65 1.093, H66 1.088
54 C 1.974 -7.055 0.620  C53 1.515, H67 1.095, H68 1.090, H69 1.089
55 H -2.339 -3.429 0.740  C47 1.095
56 H -2.859 -3.270 2.417  C47 1.089
57 H -2.413 -5.908 0.930  C48 1.093
58 H -3.959 -5.238 1.455  C48 1.090
59 H -2.768 -5.790 2.648  C48 1.089
60 H 2.725 -3.551 0.631  C50 1.090
61 H 3.484 -3.708 2.197  C50 1.091
62 H 1.300 -1.621 1.794  C51 1.090
63 H 2.993 -1.282 1.389  C51 1.091
64 H 2.525 -1.694 3.042  C51 1.090
65 H -0.133 -7.202 0.186  C53 1.093
66 H 0.368 -8.057 1.641  C53 1.088
67 H 2.143 -6.182 -0.020  C54 1.095
68 H 2.262 -7.942 0.056  C54 1.090
69 H 2.631 -6.956 1.483  C54 1.089

So, what does the natural (NBO) scheme give us? The charges, in e, come out as: number 1, C, carries -0.289; number 2, O, carries -0.479; number 3, C, carries -0.135; number 4, S, carries 0.539; number 5, C, carries -0.587; number 6, C, carries 0.095; number 7, N, carries -0.494; number 8, H, carries 0.192; number 9, H, carries 0.240; number 10, H, carries 0.178; number 11, H, carries 0.216; number 12, H, carries 0.248; number 13, H, carries 0.208; number 14, H, carries 0.278; number 15, H, carries 0.269; number 16, H, carries 0.208; number 17, H, carries 0.314; number 18, O, carries -1.040; number 19, P, carries 2.479; number 20, O, carries -0.790; number 21, C, carries -0.064; number 22, C, carries -0.638; number 23, O, carries -0.822; number 24, C, carries -0.060; number 25, C, carries -0.634; number 26, O, carries -0.751; number 27, C, carries -0.071; number 28, C, carries -0.648; number 29, H, carries 0.161; number 30, H, carries 0.192; number 31, H, carries 0.194; number 32, H, carries 0.207; number 33, H, carries 0.234; number 34, H, carries 0.183; number 35, H, carries 0.185; number 36, H, carries 0.217; number 37, H, carries 0.214; number 38, H, carries 0.211; number 39, H, carries 0.169; number 40, H, carries 0.203; number 41, H, carries 0.211; number 42, H, carries 0.228; number 43, H, carries 0.231; number 44, O, carries -1.063; number 45, P, carries 2.490; number 46, O, carries -0.795; number 47, C, carries -0.067; number 48, C, carries -0.636; number 49, O, carries -0.819; number 50, C, carries -0.058; number 51, C, carries -0.634; number 52, O, carries -0.746; number 53, C, carries -0.073; number 54, C, carries -0.647; number 55, H, carries 0.168; number 56, H, carries 0.194; number 57, H, carries 0.195; number 58, H, carries 0.221; number 59, H, carries 0.228; number 60, H, carries 0.177; number 61, H, carries 0.187; number 62, H, carries 0.213; number 63, H, carries 0.207; number 64, H, carries 0.215; number 65, H, carries 0.174; number 66, H, carries 0.206; number 67, H, carries 0.206; number 68, H, carries 0.229; number 69, H, carries 0.231

---

[2]
DFT (ωB97M-V with the def2-TZVPD basis set) results for a single C27H28N2O5S molecule.

Its calculated total energy is -1929.62208 Eh. The spin multiplicity is 1.

Each atom is followed by the atoms it is bonded to, with distances in Å.
Atoms and positions in Å:
1 O 4.573 2.445 2.027  C2 1.204
2 C 5.511 2.601 1.288  O1 1.204, O3 1.334, C5 1.506
3 O 5.874 3.801 0.833  C2 1.334, H4 0.971
4 H 5.279 4.493 1.164  O3 0.971
5 C 6.414 1.509 0.777  C2 1.506, H6 1.092, H7 1.092, C8 1.528
6 H 6.472 1.597 -0.310  C5 1.092
7 H 7.414 1.677 1.182  C5 1.092
8 C 5.879 0.129 1.158  C5 1.528, C9 1.526, H62 1.086, H63 1.092
9 C 4.634 -0.154 0.322  C8 1.526, O10 1.215, N11 1.359
10 O 4.675 -0.018 -0.885  C9 1.215
11 N 3.519 -0.572 0.977  C9 1.359, C12 1.396, C21 1.464
12 C 2.303 -0.870 0.359  N11 1.396, C13 1.386, C17 1.399
13 C 2.015 -0.946 -0.995  C12 1.386, C14 1.387, H61 1.076
14 C 0.702 -1.199 -1.366  C13 1.387, C15 1.380, H60 1.078
15 C -0.277 -1.379 -0.411  C14 1.380, C16 1.386, S25 1.788
16 C 0.017 -1.358 0.943  C15 1.386, C17 1.375, H24 1.078
17 C 1.315 -1.104 1.320  C12 1.399, C16 1.375, C18 1.497
18 C 1.896 -0.990 2.695  C17 1.497, H19 1.090, H20 1.091, C21 1.538
19 H 1.377 -0.225 3.273  C18 1.090
20 H 1.814 -1.935 3.234  C18 1.091
21 C 3.362 -0.607 2.432  N11 1.464, C18 1.538, H22 1.094, H23 1.093
22 H 4.046 -1.345 2.861  C21 1.094
23 H 3.590 0.380 2.840  C21 1.093
24 H -0.769 -1.521 1.662  C16 1.078
25 S -1.987 -1.556 -0.902  C15 1.788, O26 1.434, O27 1.436, N28 1.670
26 O -2.493 -2.797 -0.391  S25 1.434
27 O -2.065 -1.304 -2.314  S25 1.436
28 N -2.679 -0.324 -0.012  S25 1.670, C29 1.442, C46 1.451
29 C -3.919 -0.585 0.677  N28 1.442, H30 1.091, H31 1.096, C32 1.539
30 H -3.881 -1.646 0.929  C29 1.091
31 H -3.938 0.000 1.604  C29 1.096
32 C -5.185 -0.300 -0.149  C29 1.539, C33 1.503, H44 1.093, H45 1.093
33 C -5.119 -0.988 -1.483  C32 1.503, C34 1.389, C38 1.387
34 C -5.203 -2.372 -1.562  C33 1.389, C35 1.382, H43 1.080
35 C -5.090 -3.013 -2.781  C34 1.382, C36 1.384, H42 1.080
36 C -4.899 -2.279 -3.938  C35 1.384, C37 1.383, H41 1.080
37 C -4.829 -0.900 -3.871  C36 1.383, C38 1.383, H40 1.080
38 C -4.937 -0.260 -2.650  C33 1.387, C37 1.383, H39 1.082
39 H -4.874 0.819 -2.603  C38 1.082
40 H -4.679 -0.320 -4.770  C37 1.080
41 H -4.802 -2.781 -4.889  C36 1.080
42 H -5.143 -4.091 -2.826  C35 1.080
43 H -5.345 -2.952 -0.662  C34 1.080
44 H -5.303 0.777 -0.292  C32 1.093
45 H -6.044 -0.660 0.423  C32 1.093
46 C -2.386 1.007 -0.512  N28 1.451, C47 1.508, H58 1.095, H59 1.093
47 C -1.104 1.520 0.094  C46 1.508, C48 1.390, C52 1.388
48 C -1.010 1.700 1.469  C47 1.390, C49 1.383, H57 1.080
49 C 0.178 2.110 2.046  C48 1.383, C50 1.385, H56 1.081
50 C 1.291 2.344 1.256  C49 1.385, C51 1.384, H55 1.079
51 C 1.201 2.184 -0.116  C50 1.384, C52 1.384, H54 1.080
52 C 0.009 1.780 -0.693  C47 1.388, C51 1.384, H53 1.080
53 H -0.056 1.651 -1.763  C52 1.080
54 H 2.065 2.361 -0.739  C51 1.080
55 H 2.226 2.639 1.707  C50 1.079
56 H 0.236 2.250 3.116  C49 1.081
57 H -1.873 1.507 2.089  C48 1.080
58 H -2.300 0.959 -1.602  C46 1.095
59 H -3.212 1.674 -0.253  C46 1.093
60 H 0.416 -1.239 -2.405  C14 1.078
61 H 2.782 -0.785 -1.732  C13 1.076
62 H 5.695 0.086 2.227  C8 1.086
63 H 6.621 -0.626 0.892  C8 1.092

So, what does the natural (NBO) scheme give us? The charges, in e, come out as: number 1, O, carries -0.625; number 2, C, carries 0.809; number 3, O, carries -0.675; number 4, H, carries 0.500; number 5, C, carries -0.514; number 6, H, carries 0.265; number 7, H, carries 0.242; number 8, C, carries -0.493; number 9, C, carries 0.700; number 10, O, carries -0.623; number 11, N, carries -0.428; number 12, C, carries 0.160; number 13, C, carries -0.238; number 14, C, carries -0.193; number 15, C, carries -0.265; number 16, C, carries -0.220; number 17, C, carries 0.047; number 18, C, carries -0.450; number 19, H, carries 0.229; number 20, H, carries 0.223; number 21, C, carries -0.213; number 22, H, carries 0.199; number 23, H, carries 0.231; number 24, H, carries 0.231; number 25, S, carries 2.320; number 26, O, carries -0.944; number 27, O, carries -0.943; number 28, N, carries -0.705; number 29, C, carries -0.207; number 30, H, carries 0.239; number 31, H, carries 0.194; number 32, C, carries -0.441; number 33, C, carries -0.055; number 34, C, carries -0.195; number 35, C, carries -0.200; number 36, C, carries -0.212; number 37, C, carries -0.204; number 38, C, carries -0.162; number 39, H, carries 0.195; number 40, H, carries 0.207; number 41, H, carries 0.210; number 42, H, carries 0.212; number 43, H, carries 0.211; number 44, H, carries 0.203; number 45, H, carries 0.222; number 46, C, carries -0.267; number 47, C, carries -0.060; number 48, C, carries -0.163; number 49, C, carries -0.238; number 50, C, carries -0.235; number 51, C, carries -0.223; number 52, C, carries -0.148; number 53, H, carries 0.207; number 54, H, carries 0.218; number 55, H, carries 0.233; number 56, H, carries 0.210; number 57, H, carries 0.197; number 58, H, carries 0.233; number 59, H, carries 0.218; number 60, H, carries 0.243; number 61, H, carries 0.259; number 62, H, carries 0.226; number 63, H, carries 0.242

---

The HOMO-LUMO gap results, record by record, are as follows: 0.3052; 0.3217 Ha.
The LUMO level results, record by record, are as follows: -3.77; 0.48 eV.
The energy relative to the best compared isomer or geometry (same formula, charge and spin) results, record by record, are as follows: 0.0; 66.7 kJ/mol.